Molecular formula: C2H7N5O
Method: DFT, ωB97M-V with the def2-TZVPD basis set

The geometry in XYZ format:
```
15
C2H7N5O | OMol25 | ωB97M-V with the def2-TZVPD basis set
H -1.27 0.47 2.10
N -0.28 0.50 2.17
C 0.30 0.37 1.07
N 1.64 0.39 1.08
N -0.44 0.47 -0.14
N -1.74 0.96 -0.32
C 0.32 0.31 -1.25
N 0.53 -0.89 -1.72
O -0.14 -1.86 -1.03
H 1.92 0.29 2.06
H 2.03 -0.43 0.67
H -1.85 1.76 0.23
H -2.46 0.27 -0.06
H 0.83 1.14 -1.81
H 0.29 -2.68 -1.38
```

frontier orbital gap	9.742	eV
SMILES	[H]/N=C(/N)N(N)/C=N\O
HOMO level	-9.0	eV
ΔE to the lowest compared entry with this formula, charge and spin	289.9	kJ/mol

natural (NBO) atomic charge list, values in e, 6 entries:
1. H 0.329
2. N -0.758
3. C 0.566
4. N -0.815
5. N -0.361
6. N -0.616